[1]
{"formula": "C16H30Cl12MgO4", "method": "ωB97M-V/def2-TZVPD", "elements": ["Mg", "C", "C", "O", "O", "H", "H", "H", "C", "C", "O", "O", "H", "H", "H", "Cl", "C", "C", "Cl", "H", "H", "H", "H", "Cl", "C", "C", "Cl", "H", "H", "H", "H", "Cl", "C", "C", "Cl", "H", "H", "H", "H", "Cl", "C", "C", "Cl", "H", "H", "H", "H", "Cl", "C", "C", "Cl", "H", "H", "H", "H", "Cl", "C", "C", "Cl", "H", "H", "H", "H"], "positions_angstrom": [[-23.08047, -0.16569, 13.24243], [-26.84863, 0.01524, 12.46478], [-25.46734, -0.06412, 12.98386], [-24.78568, 0.91544, 13.39474], [-24.85514, -1.19707, 12.98724], [-27.45364, 0.80867, 12.89958], [-27.35350, -0.93295, 12.65606], [-26.85154, 0.15172, 11.38109], [-21.95784, 3.53363, 14.54776], [-21.17948, 2.35838, 14.01012], [-19.95684, 2.41482, 13.95945], [-21.85098, 1.33222, 13.58798], [-21.74539, 4.44427, 13.99589], [-21.79908, 3.67988, 15.61428], [-23.02080, 3.29895, 14.45723], [-29.16122, 4.49798, 13.58648], [-28.47859, 3.76405, 12.11010], [-28.48371, 4.72168, 10.95359], [-30.09018, 5.37918, 10.55626], [-29.05722, 2.85969, 11.94089], [-27.43495, 3.49544, 12.28437], [-28.12982, 4.24730, 10.03688], [-27.80819, 5.56164, 11.10862], [-25.04833, 3.44423, 10.49469], [-25.07534, 1.90761, 9.62167], [-26.37068, 1.79581, 8.83478], [-26.34996, 0.33728, 7.84640], [-24.93725, 1.07960, 10.31767], [-24.22223, 1.85833, 8.94739], [-26.40015, 2.66292, 8.17712], [-27.25967, 1.75923, 9.45813], [-25.75179, -0.76933, 17.64656], [-26.43477, -1.46704, 16.13882], [-27.10534, -2.79047, 16.41258], [-27.85447, -3.34778, 14.90655], [-25.61983, -1.57386, 15.42719], [-27.12519, -0.72326, 15.74601], [-27.89435, -2.67248, 17.14965], [-26.35224, -3.50647, 16.73269], [-31.29924, -2.93204, 14.37123], [-31.41841, -1.16269, 14.58844], [-30.56751, -0.47237, 13.53462], [-30.74956, 1.29575, 13.72496], [-31.01523, -0.92194, 15.56911], [-32.47353, -0.92914, 14.51186], [-30.92757, -0.76024, 12.54754], [-29.53138, -0.79054, 13.60004], [-27.89312, 1.94112, 15.47398], [-26.50003, 2.73581, 16.30302], [-26.05026, 3.95231, 15.49795], [-24.64827, 4.64097, 16.34506], [-25.71906, 1.99189, 16.40314], [-26.86094, 3.11224, 17.25496], [-26.88969, 4.64252, 15.46720], [-25.74108, 3.71408, 14.48311], [-24.68559, -5.92878, 14.83235], [-23.67759, -4.68310, 14.07038], [-24.21363, -4.37507, 12.68609], [-24.23090, -5.77591, 11.58780], [-22.63695, -5.00024, 14.05521], [-23.74178, -3.76947, 14.66311], [-23.70880, -3.56525, 12.16302], [-25.24880, -4.05622, 12.80344]], "e_lumo_ev": -1.733, "relative_energy_kcal_mol": 28.8, "multiplicity": 1}



[2]
{"formula": "C16H30F3NaO18S", "method": "ωB97M-V/def2-TZVPD", "elements": ["Na", "C", "F", "F", "F", "S", "O", "O", "O", "C", "O", "C", "O", "O", "C", "H", "H", "H", "H", "H", "H", "C", "O", "C", "O", "O", "C", "H", "H", "H", "H", "H", "H", "C", "O", "C", "O", "O", "C", "H", "H", "H", "H", "H", "H", "C", "O", "C", "O", "O", "C", "H", "H", "H", "H", "H", "H", "C", "O", "C", "O", "O", "C", "H", "H", "H", "H", "H", "H"], "positions_angstrom": [[-0.31690, -0.43603, 0.00537], [4.40513, -0.31279, -0.06820], [4.41540, 1.00178, 0.29262], [3.97279, -0.33827, -1.36477], [5.66001, -0.77122, -0.04985], [3.27537, -1.24618, 1.10315], [1.93758, -0.79585, 0.72627], [3.60366, -2.67341, 0.92635], [3.72284, -0.71282, 2.39532], [-2.92072, 3.11776, 2.75034], [-1.58793, 3.08113, 3.27263], [-0.81055, 2.04174, 2.88277], [-1.17446, 1.12174, 2.16938], [0.41736, 2.25799, 3.51447], [1.34674, 1.23992, 3.51462], [-2.81484, 3.13859, 1.66568], [-3.36603, 4.08362, 2.98889], [-3.51728, 2.23867, 2.99406], [1.08537, 0.46959, 4.24016], [2.31162, 1.71874, 3.68150], [1.50193, 0.91055, 2.48722], [2.95468, -2.99468, -4.04882], [2.26825, -2.30949, -3.01633], [1.05275, -2.74991, -2.52678], [0.44279, -2.22989, -1.57032], [0.49697, -3.60890, -3.36839], [-0.81862, -4.27323, -3.03635], [3.95861, -2.59603, -4.19474], [2.32381, -2.79053, -4.91394], [2.93835, -4.05375, -3.79150], [-1.39767, -3.54813, -2.46450], [-0.73701, -5.22263, -2.50715], [-1.33384, -4.45472, -3.97960], [1.81684, 1.89231, -3.16190], [2.03669, 2.98895, -2.31996], [1.95599, 2.77442, -0.92537], [1.22010, 1.90702, -0.39730], [2.63736, 3.79401, -0.34747], [2.60741, 3.79351, 1.09588], [0.83309, 1.44783, -3.01099], [2.64947, 1.20139, -3.02983], [1.87699, 2.15496, -4.21808], [1.60929, 4.05982, 1.44363], [3.30924, 4.38084, 1.68798], [2.79406, 2.77471, 1.43544], [-4.21175, 0.83361, 0.43000], [-3.67521, 2.05023, -0.07907], [-2.61452, 2.01616, -0.95807], [-1.77759, 1.14476, -1.25593], [-2.63631, 3.18553, -1.56908], [-1.73325, 3.52137, -2.57221], [-3.61229, 0.39208, 1.22611], [-4.31330, 0.03108, -0.30057], [-5.24584, 0.98113, 0.74145], [-1.86121, 3.07768, -3.55957], [-0.80219, 3.16418, -2.13217], [-1.64013, 4.58188, -2.80619], [-3.38000, -4.35099, 0.40031], [-2.57493, -4.05751, 1.59451], [-1.97525, -2.90157, 1.89474], [-1.89798, -1.93613, 1.06070], [-1.46783, -3.06644, 3.09660], [-0.76872, -1.98035, 3.70426], [-3.36226, -3.44605, -0.20703], [-4.37245, -4.64592, 0.74117], [-2.97645, -5.18473, -0.17424], [0.28831, -2.15856, 3.90182], [-1.17449, -1.69847, 4.67586], [-0.85705, -1.02607, 3.18499]], "e_lumo_ev": -0.135, "relative_energy_kcal_mol": 77.1, "multiplicity": 1}



[3]
{"formula": "C16H30GeN8O7PS2Y", "method": "ωB97M-V/def2-TZVPD", "elements": ["Y", "N", "C", "S", "N", "N", "C", "C", "C", "C", "C", "C", "N", "H", "H", "H", "H", "H", "H", "H", "N", "C", "N", "N", "C", "N", "H", "H", "H", "H", "C", "O", "P", "O", "C", "O", "C", "H", "H", "H", "H", "H", "H", "H", "H", "H", "C", "Ge", "C", "C", "C", "H", "H", "H", "H", "H", "H", "H", "H", "H", "H", "O", "S", "O", "O", "O"], "positions_angstrom": [[-1.51633, -0.20864, 0.88805], [-5.94742, 1.03099, 1.41982], [-4.66820, 0.67300, 0.91025], [-3.35032, 1.80875, 1.25310], [-4.59947, -0.40680, 0.22327], [-3.30536, -0.84501, -0.10111], [-3.17550, -1.40044, -1.38200], [-1.94070, -1.57355, -1.91174], [-1.68287, -2.06316, -3.25964], [-0.42067, -2.14613, -3.72751], [0.69966, -1.77813, -2.87319], [0.43129, -1.30973, -1.61628], [-0.82235, -1.17973, -1.09931], [-6.00842, 2.02820, 1.55392], [-6.68139, 0.67523, 0.82344], [-4.07240, -1.64253, -1.93996], [-2.53532, -2.33388, -3.87251], [-0.23691, -2.47430, -4.74454], [1.72203, -1.82901, -3.22861], [1.88995, 0.14947, -1.05068], [1.18665, 0.65636, 5.41300], [1.46200, 1.82901, 4.94626], [2.10825, 2.79206, 5.71351], [1.16259, 2.28925, 3.71167], [0.51403, 1.66028, 2.77001], [-0.00298, 1.30708, 1.77481], [1.49230, 0.53642, 6.36899], [0.33443, -0.78129, 4.57833], [2.70589, 2.42678, 6.42852], [2.52719, 3.51120, 5.15177], [0.45390, 3.78591, -0.27316], [-0.54871, 3.44541, -1.24493], [-0.91384, 1.83688, -1.46356], [0.26605, 1.44096, -2.50087], [0.48418, 2.11774, -3.72959], [-2.08294, 2.13295, -2.55440], [-3.49973, 1.90539, -2.36564], [0.70156, 4.83646, -0.42387], [1.36525, 3.18949, -0.40008], [0.09332, 3.63731, 0.73947], [1.07058, 1.44654, -4.35570], [1.03924, 3.04682, -3.56500], [-0.45559, 2.35115, -4.22878], [-4.01068, 2.56262, -3.06986], [-3.81029, 2.13641, -1.35839], [-3.73877, 0.86768, -2.58146], [2.78160, -3.86294, -1.02035], [3.07910, -2.00607, -0.51905], [4.56995, -1.31502, -1.59754], [3.67902, -1.96047, 1.34231], [1.54167, -0.82713, -0.70614], [3.69007, -4.45575, -0.86009], [2.47930, -3.93025, -2.06873], [1.96861, -4.27379, -0.40879], [5.45861, -1.95202, -1.50943], [4.82916, -0.30515, -1.25766], [4.28378, -1.25569, -2.65537], [4.51129, -2.64746, 1.52235], [2.83738, -2.23320, 1.99174], [3.99356, -0.94557, 1.61315], [1.15062, -0.70826, 0.30602], [-1.51076, -3.22076, 3.36093], [-0.94867, -1.91642, 3.18000], [-1.93702, -0.81200, 3.12799], [-0.07864, -1.79107, 1.98479], [-0.06183, -1.72249, 4.42806]], "e_lumo_ev": 4.608, "charge": -2, "relative_energy_kcal_mol": 0.0, "multiplicity": 1}



[4]
{"formula": "C16H30N2OOsP2", "method": "ωB97M-V/def2-TZVPD", "elements": ["Os", "P", "P", "N", "H", "C", "H", "H", "H", "C", "H", "H", "H", "C", "H", "H", "H", "C", "H", "H", "H", "C", "H", "H", "H", "C", "H", "H", "H", "C", "C", "C", "C", "C", "C", "H", "H", "H", "H", "H", "C", "O", "C", "H", "H", "H", "C", "H", "H", "H", "N", "C"], "positions_angstrom": [[-0.01072, -0.27834, 0.46044], [2.09275, -0.48618, -0.68528], [-2.22709, 0.51829, 1.23011], [-0.69969, 0.24231, -1.11548], [0.51894, -1.77900, -0.02966], [2.81617, -2.16482, -0.83955], [3.79739, -2.13248, -1.33661], [2.12014, -2.77726, -1.43050], [2.91541, -2.61592, 0.15614], [3.46987, 0.53832, -0.03213], [4.39627, 0.34047, -0.59280], [3.63286, 0.34096, 1.03428], [3.19837, 1.59519, -0.15508], [2.10337, 0.14996, -2.40726], [3.10800, 0.06517, -2.84807], [1.81282, 1.20909, -2.39570], [1.38844, -0.40899, -3.02132], [-3.42977, -0.70674, 1.85961], [-4.37469, -0.22152, 2.13658], [-3.01404, -1.22668, 2.72733], [-3.61785, -1.44551, 1.07086], [-1.96587, 1.68015, 2.60902], [-2.92400, 1.89939, 3.09937], [-1.51899, 2.60738, 2.22878], [-1.27909, 1.22444, 3.33372], [-3.25754, 1.44662, 0.03772], [-4.21764, 1.71633, 0.50135], [-3.45431, 0.82316, -0.84458], [-2.74185, 2.36051, -0.28433], [-1.16606, 0.36311, -2.35659], [-2.02146, -0.68861, -4.39626], [-1.54090, -0.80078, -3.10500], [-1.29530, 1.64268, -3.00040], [-1.78067, 1.73274, -4.29248], [-2.15181, 0.57553, -4.99049], [-2.29484, -1.59143, -4.94261], [-1.43181, -1.76211, -2.59939], [-0.99045, 2.51806, -2.42109], [-1.87163, 2.71512, -4.76292], [-2.54137, 0.65467, -6.00794], [1.87855, -0.15954, 2.86268], [1.23610, 0.35326, 1.88355], [2.60907, -1.45334, 2.78367], [2.58839, -1.92302, 3.78088], [3.66718, -1.30870, 2.51398], [2.12962, -2.15965, 2.08796], [1.87198, 0.53956, 4.16831], [1.27373, -0.04391, 4.88494], [1.47109, 1.54870, 4.04671], [2.89398, 0.57766, 4.56412], [-0.66352, -2.25524, 2.89786], [-0.50756, -1.58906, 1.93357]], "e_lumo_ev": [0.584, -1.188], "s2": 6.054, "relative_energy_kcal_mol": 0.0, "multiplicity": 5}